# C15H30IN5STi

C15H30IN5STi as an isolated structure (ωB97M-V/def2-TZVPD, the Open Molecules 2025 dataset).

Geometry as ORCA input:
```
! RIJCOSX wB97M-V def2-TZVPD def2/J DEFGRID3
* xyz 3 2
Ti -0.0715 -0.0279 -0.3623
C -1.4786 0.8912 2.3418
C -2.0880 -0.4594 2.0018
N -1.1441 -1.2772 1.1854
C -0.2251 -2.1257 1.9972
C 0.8946 -1.3477 2.6654
S 1.7050 -0.2189 1.4732
C 1.5002 1.4382 2.2369
C 0.4088 2.2739 1.5701
N -0.7519 1.4387 1.1574
H -2.2665 1.5747 2.6594
H -0.7909 0.8054 3.1785
H -2.3650 -0.9823 2.9193
H -3.0063 -0.3219 1.4294
H -1.7416 -1.9492 0.7096
H -0.7835 -2.6686 2.7636
H 0.2193 -2.8696 1.3334
H 0.5734 -0.7788 3.5345
H 1.6673 -2.0403 2.9963
H 1.3239 1.2785 3.2986
H 2.4618 1.9429 2.1557
H 0.0960 3.0544 2.2680
H 0.8115 2.7657 0.6834
H -1.4048 2.0734 0.7023
N -0.4578 1.7223 -1.7141
C -1.9326 1.7586 -1.9604
C -2.4621 0.3422 -1.7599
C -2.0157 -0.6478 -2.8554
C -1.6632 -2.0220 -2.2962
N -0.4231 -1.9794 -1.4414
H -0.1294 2.6603 -1.4966
H 0.0056 1.5091 -2.5948
H -2.1590 2.1183 -2.9642
H -2.4012 2.4543 -1.2640
H -3.5487 0.3594 -1.6932
H -2.0881 -0.0105 -0.7728
H -1.1713 -0.2473 -3.4246
H -2.8263 -0.7811 -3.5711
H -1.5261 -2.7314 -3.1116
H -2.4959 -2.3870 -1.6921
H 0.3723 -2.1484 -2.0509
H -0.4354 -2.8149 -0.8617
I 2.8784 -1.3204 -5.5879
C 2.9435 -0.4091 -3.7053
C 4.0823 0.2424 -3.2386
C 4.0146 0.8637 -2.0036
C 2.8557 0.7772 -1.2547
N 1.7608 0.1034 -1.6591
C 1.8221 -0.4389 -2.8926
H 4.9851 0.2789 -3.8346
H 4.8586 1.4175 -1.6152
H 2.8115 1.2908 -0.3060
H 0.9294 -0.9013 -3.2942
*
```

The orbital gap (alpha / beta) comes out at 6.53 / 6.92 eV. The value obtained for the LUMO energy (alpha / beta) is -10.57 / -10.18 eV. The total energy is -65519.9168 eV.

Results of the Löwdin charge analysis, in e, for atoms 1 through 6:
1 Ti 0.96
2 C -0.13
3 C -0.13
4 N -0.16
5 C -0.21
6 C -0.35

# C15H30LiO15

C15H30LiO15 as an isolated structure at a distorted geometry (ωB97M-V/def2-TZVPD, the Open Molecules 2025 dataset).

Geometry as ORCA input:
```
! RIJCOSX wB97M-V def2-TZVPD def2/J DEFGRID3
* xyz 1 1
Li -33.7494 -20.9275 -15.8200
C -36.0461 -20.9469 -12.2862
O -34.7135 -21.0386 -11.9596
C -33.7592 -20.3582 -12.6669
O -34.0780 -20.0604 -13.8873
O -32.6123 -20.1120 -12.1780
C -31.6051 -19.5046 -12.9883
H -36.1377 -21.0393 -13.4059
H -36.5626 -19.8288 -12.1075
H -36.6139 -21.9255 -11.8894
H -31.5590 -19.8552 -13.8903
H -30.5909 -19.4797 -12.3927
H -31.8019 -18.2919 -13.1623
C -30.2933 -22.5741 -15.5811
O -31.1609 -23.5427 -16.1834
C -32.0645 -23.1104 -17.0570
O -32.5446 -22.0049 -17.1158
O -32.6347 -24.1107 -17.8157
C -33.6489 -23.9104 -18.7113
H -29.7924 -23.2238 -14.9705
H -30.8144 -21.8380 -15.0899
H -29.3795 -22.0989 -16.2072
H -33.3573 -23.6716 -19.6966
H -34.2938 -23.3202 -18.2229
H -33.9751 -25.0100 -18.7423
C -30.3280 -19.1298 -17.7061
O -31.2425 -18.1402 -17.7129
C -32.2008 -18.2614 -16.7512
O -32.4758 -19.2227 -16.0865
O -32.8566 -17.1180 -16.6038
C -33.9152 -16.9991 -15.7132
H -30.7408 -19.9764 -18.2393
H -30.0105 -19.3722 -16.6774
H -29.4722 -18.9718 -18.1496
H -33.8720 -16.0496 -15.4607
H -33.7423 -17.4392 -14.6817
H -34.7209 -17.1773 -16.1532
C -37.7690 -18.6556 -15.5724
O -37.4744 -18.7150 -16.8714
C -36.3975 -19.2513 -17.3067
O -35.5762 -19.9508 -16.6828
O -36.1926 -19.0778 -18.5971
C -35.1247 -19.7403 -19.1835
H -38.7940 -18.1403 -15.3919
H -36.8650 -18.3998 -14.8584
H -38.0017 -19.7856 -15.2563
H -33.9920 -19.2475 -19.0796
H -35.1538 -19.5571 -20.2052
H -35.3394 -20.7600 -18.9511
C -33.8466 -24.6476 -13.5545
O -34.9992 -24.5074 -14.2165
C -35.4122 -23.4483 -15.0883
O -34.6557 -22.4897 -15.2641
O -36.6569 -23.4359 -15.3918
C -37.3217 -22.3066 -15.9677
H -33.3684 -25.0849 -14.2259
H -33.9854 -25.2112 -12.9022
H -33.3028 -23.6798 -13.3960
H -36.8644 -22.1283 -16.8899
H -36.9406 -21.3724 -15.5132
H -38.4525 -22.4822 -15.8611
*
```

The orbital gap comes out at 11.51 eV. The value obtained for the LUMO energy is -1.90 eV. The total energy is -46946.6435 eV.

Results of the Löwdin charge analysis, in e, for atoms 1 through 6:
1 Li 0.64
2 C -0.10
3 O -0.02
4 C -0.49
5 O -0.04
6 O 0.07

# C15H30N

C15H30N as an isolated structure at a distorted geometry (ωB97M-V/def2-TZVPD, the Open Molecules 2025 dataset).

Geometry as ORCA input:
```
! RIJCOSX wB97M-V def2-TZVPD def2/J DEFGRID3
* xyz 1 1
C 3.6254 -0.0433 1.2522
C 2.9425 -0.3587 2.0775
C 2.0635 -0.7499 3.2583
H 1.5533 0.0882 3.5453
H 3.0502 -0.9760 4.0688
N 1.4816 -1.9336 3.2097
C 0.7692 -2.1369 4.5205
H 0.0087 -1.5808 4.6382
H 0.0545 -3.2884 4.2614
H 1.3653 -2.4434 5.1715
C 2.1427 -3.1988 2.9940
H 2.8703 -3.0630 2.0516
H 1.8908 -4.0446 2.5744
H 2.8759 -3.2752 3.7446
C 0.4982 -1.9348 1.9425
C -0.4855 -0.5612 2.1765
H -0.6015 -0.2330 3.0438
H -1.4270 -0.9205 1.7150
C -0.2184 0.5242 1.1693
C -0.1854 0.4135 -0.1573
C 0.3187 1.5095 -1.0272
C 0.3175 1.4379 -2.3241
C -1.0427 1.0106 -3.1498
C -2.0701 2.1731 -2.9279
C -3.3825 1.4809 -3.9713
C -3.1246 1.9059 -5.4687
H -2.1849 1.2412 -5.8387
H -4.1589 1.6483 -5.9255
H -2.6702 2.9650 -5.5359
H -4.0675 2.5164 -3.5964
H -3.6985 0.6524 -3.6726
H -2.2545 2.0538 -2.0814
H -1.6792 3.0509 -3.4068
H -1.1782 0.0779 -2.8581
H -0.6432 0.8718 -4.2675
H 0.9111 0.5810 -2.6793
H 0.7601 2.1770 -3.0852
H -0.4931 2.6196 -0.6592
H 1.2227 1.9170 -0.6151
H -1.2271 0.0457 -0.3610
H 0.5364 -0.2767 -0.5457
H -0.8130 1.5129 1.7509
H 0.9925 0.8969 1.6104
H 1.2152 -1.6693 1.1212
H -0.0922 -2.8908 1.9934
H 4.2319 0.2072 0.2636
*
```

The orbital gap comes out at 7.98 eV. The value obtained for the LUMO energy is -2.72 eV. The total energy is -17506.6637 eV.

Results of the Löwdin charge analysis, in e, for atoms 1 through 6:
1 C 0.11
2 C -0.16
3 C -0.20
4 H 0.11
5 H 0.24
6 N -0.37

# C15H30N4O2S

C15H30N4O2S as an isolated structure at a distorted geometry (ωB97M-V/def2-TZVPD, the Open Molecules 2025 dataset).

Geometry as ORCA input:
```
! RIJCOSX wB97M-V def2-TZVPD def2/J DEFGRID3
* xyz 0 1
S -2.7282 -1.5854 -1.5884
C -2.0301 -1.8234 -0.1481
N -1.0868 -2.6584 0.1048
H -0.7744 -2.7579 1.0231
C -0.4123 -3.5107 -1.0652
H -1.1543 -3.6323 -1.7038
C 0.5813 -2.5066 -1.2068
C 1.7206 -2.1328 -0.4223
N 2.1194 -0.7404 -0.3502
C 3.0152 -0.5296 0.9151
C 3.2660 1.2036 0.9687
O 3.9356 1.4792 -0.3016
C 3.3153 0.9145 -1.4720
C 2.9487 -0.2974 -1.4035
H 2.3043 -0.5725 -2.4533
H 3.7822 -1.0148 -1.4002
H 3.9553 1.2211 -2.1526
H 2.3336 1.6420 -1.2854
H 4.0710 1.3411 1.7386
H 2.3655 1.6361 1.1402
H 2.3559 -0.7414 1.7290
H 3.7921 -0.9777 1.0822
H 2.5891 -2.7213 -0.4066
H 1.2671 -2.3344 0.8617
H 0.2004 -1.2525 -1.8558
H 1.2023 -2.7518 -2.2945
H -0.0080 -4.4552 -0.5417
N -2.6878 -0.9454 0.8420
H -3.3488 -0.3555 0.6632
C -2.1487 -1.0168 2.2768
C -0.9324 0.0374 2.2295
H -0.2052 -0.4681 1.4749
H -0.5166 -0.0630 3.3173
C -1.2983 1.2491 1.9001
N -1.6881 1.4433 0.5300
C -2.4739 2.8572 0.3140
H -3.3771 2.5872 0.7372
C -2.9359 2.6708 -0.9291
O -1.8307 2.7702 -2.0229
C -1.0857 1.7479 -1.7149
C -0.4199 1.5013 -0.1961
H -0.0056 0.7743 0.0317
H -0.0020 2.4437 -0.1155
H -0.1689 1.5914 -2.4583
H -1.6122 0.7517 -2.1191
H -3.3973 3.4567 -1.4325
H -3.4167 1.6223 -1.3677
H -1.8685 3.4591 0.5390
H -0.3854 2.1111 2.0663
H -2.2489 1.7705 2.5886
H -2.9467 -0.5086 2.7847
H -1.9255 -1.9289 2.5492
*
```

The orbital gap comes out at 8.06 eV. The value obtained for the LUMO energy is 0.54 eV. The total energy is -36912.3336 eV.

Results of the Löwdin charge analysis, in e, for atoms 1 through 6:
1 S 0.68
2 C -0.87
3 N 0.00
4 H 0.09
5 C -0.10
6 H 0.02